No. 1
2 unconnected molecules or ions with the total composition C4H10NS. Source: the Open Molecules 2025 dataset; level of theory: ωB97M-V/def2-TZVPD.

The charge is -1. As for the energy above the lowest of the compared OMol25 structures with the same formula, charge and spin: 4.5 kcal per mole. The calculation puts the calculated total energy at -611.3587 a.u. The HOMO energy comes out at -2.58 eV.

Each atom is followed by the atoms it is bonded to, with distances in Å.
Geometry (Å):
1 C -0.09 0.26 -3.03  C2 1.502, H5 1.091, H6 1.095, H7 1.090
2 C -0.06 -0.75 -1.92  C1 1.502, C3 1.346, H8 1.085
3 C -0.22 -0.45 -0.62  C2 1.346, N4 1.371, H9 1.087
4 N -0.26 -1.33 0.43  C3 1.371, H10 1.037, H11 1.006
5 H -0.16 1.27 -2.63  C1 1.091
6 H 0.81 0.20 -3.65  C1 1.095
7 H -0.95 0.10 -3.68  C1 1.090
8 H -0.01 -1.81 -2.18  C2 1.085
9 H -0.23 0.60 -0.31  C3 1.087
10 H -0.57 -0.90 1.32  N4 1.037
11 H -0.59 -2.26 0.23  N4 1.006
12 C 0.57 1.03 3.25  S13 1.814, H14 1.095, H15 1.090, H16 1.096
13 S -1.09 0.88 2.52  C12 1.814
14 H 1.37 0.98 2.50  C12 1.095
15 H 0.72 1.96 3.80  C12 1.090
16 H 0.77 0.21 3.95  C12 1.096

***

No. 2
2 unconnected molecules or ions with the total composition C4H10NS in a non-equilibrium geometry. Source: the Open Molecules 2025 dataset; level of theory: ωB97M-V/def2-TZVPD.

The charge is +1. As for the energy above the lowest of the compared OMol25 structures with the same formula, charge and spin: 48.1 kcal per mole. The calculation puts the calculated total energy at -611.0266 a.u. The HOMO energy comes out at -13.99 eV.

Each atom is followed by the atoms it is bonded to, with distances in Å.
Geometry (Å):
1 C 2.31 -1.17 -0.06  C2 1.518, C3 1.455, H7 1.081, H8 1.082
2 C 2.46 0.31 0.23  C1 1.518, C3 1.453, H9 1.081, H10 1.083
3 C 1.20 -0.24 -0.25  C1 1.455, C2 1.453, S6 1.628
4 C -0.77 1.56 -0.25  S6 1.814, H11 1.085, H12 1.085, H13 1.085
5 N -2.95 -0.92 0.16  H14 1.014, H15 1.013, H16 1.013
6 S -0.40 -0.19 -0.52  C3 1.628, C4 1.814
7 H 2.80 -1.59 -0.93  C1 1.081
8 H 2.24 -1.87 0.76  C1 1.082
9 H 2.52 0.65 1.26  C2 1.081
10 H 3.05 0.91 -0.45  C2 1.083
11 H 0.06 2.17 -0.59  C4 1.085
12 H -0.95 1.72 0.81  C4 1.085
13 H -1.67 1.80 -0.80  C4 1.085
14 H -3.57 -0.21 0.53  N5 1.014
15 H -2.96 -1.71 0.80  N5 1.013
16 H -3.35 -1.24 -0.72  N5 1.013

***

No. 3
2 unconnected molecules or ions with the total composition C4H10NS in a non-equilibrium geometry. Source: the Open Molecules 2025 dataset; level of theory: ωB97M-V/def2-TZVPD.

The charge is +1. As for the energy above the lowest of the compared OMol25 structures with the same formula, charge and spin: 192.5 kcal per mole. The calculation puts the calculated total energy at -610.7964 a.u. The HOMO energy (alpha / beta) comes out at -13.43 / -12.93 eV.

Each atom is followed by the atoms it is bonded to, with distances in Å.
Geometry (Å):
1 C 0.50 -0.36 2.02  C3 1.515, H7 1.122
2 C 0.09 -0.71 -0.18  N5 1.477, H8 1.191
3 C 0.17 -1.47 2.99  C1 1.515, H9 1.085, H10 1.094, H11 1.128
4 C -0.73 0.90 -1.98  N5 1.518, S6 1.880, H12 1.084, H13 1.095
5 N 0.41 0.40 -1.11  C2 1.477, C4 1.518, H14 1.050, H15 1.045
6 S 0.03 2.30 -2.99  C4 1.880, H16 1.414
7 H 1.27 0.41 2.32  C1 1.122
8 H -1.08 -0.55 -0.04  C2 1.191
9 H 0.44 -1.24 4.01  C3 1.085
10 H 0.90 -2.25 2.74  C3 1.094
11 H -0.83 -1.95 2.80  C3 1.128
12 H -0.87 -0.07 -2.44  C4 1.084
13 H -1.66 1.38 -1.68  C4 1.095
14 H 0.75 1.16 -0.48  N5 1.050
15 H 1.18 0.23 -1.79  N5 1.045
16 H -0.55 1.82 -4.19  S6 1.414

***

No. 4
A gas-phase ion, C4H10NS2 (charge +1) in a non-equilibrium geometry. Source: the Open Molecules 2025 dataset; level of theory: ωB97M-V/def2-TZVPD.

The charge is +1. As for the energy above the lowest of the compared OMol25 structures with the same formula, charge and spin: 90.3 kcal per mole. The calculation puts the calculated total energy at -1009.1222 a.u. The HOMO energy (alpha / beta) comes out at -11.91 / -12.24 eV.

Each atom is followed by the atoms it is bonded to, with distances in Å.
Geometry (Å):
1 C -1.61 1.55 0.76  S6 1.635, H8 1.132, H9 1.104
2 C -1.19 -0.90 -0.25  N5 1.640, S6 1.844, H10 1.111, H11 1.189
3 C 0.83 0.60 0.49  N5 1.410, S7 1.751, H12 1.083
4 C 1.09 -1.58 -0.69  N5 1.491, H13 1.061, H14 1.107, H15 1.176
5 N 0.33 -0.32 -0.46  C2 1.640, C3 1.410, C4 1.491, H16 1.050
6 S -2.20 0.63 -0.46  C1 1.635, C2 1.844
7 S 1.95 1.70 -0.27  C3 1.751, H17 1.367
8 H -1.66 1.13 1.81  C1 1.132
9 H -1.88 2.57 0.44  C1 1.104
10 H -1.32 -1.78 -0.91  C2 1.111
11 H -1.19 -1.29 0.88  C2 1.189
12 H 0.79 0.39 1.55  C3 1.083
13 H 0.85 -1.97 -1.64  C4 1.061
14 H 2.15 -1.37 -0.45  C4 1.107
15 H 0.82 -2.43 0.09  C4 1.176
16 H 0.33 0.23 -1.36  N5 1.050
17 H 1.92 2.85 0.48  S7 1.367